# 1
Entry from OMol25: C22H32BNO7PdSSe2Si as an isolated structure at a distorted geometry (ωB97M-V with the def2-TZVPD basis set).

```
! wB97M-V def2-TZVPD RIJCOSX def2/J DEFGRID3
* xyz 0 1
Pd 0.912 -0.831 -0.376
C 3.241 -3.788 0.068
Se 3.240 -1.926 0.635
C 3.001 -2.173 2.560
C 1.892 -3.101 3.048
Se 0.258 -3.134 1.969
C -0.974 -2.524 3.340
H 3.993 -4.347 0.622
H 3.508 -3.770 -0.986
H 2.261 -4.244 0.188
H 2.812 -1.154 2.899
H 3.956 -2.504 2.967
H 1.569 -2.766 4.033
H 2.252 -4.123 3.142
H -0.958 -3.190 4.199
H -1.964 -2.543 2.890
H -0.732 -1.504 3.629
C -7.560 1.224 0.825
C -6.073 1.076 0.664
C -5.351 1.959 -0.138
C -3.985 1.816 -0.305
C -3.334 0.771 0.337
C -4.027 -0.122 1.141
C -5.393 0.041 1.302
S -1.596 0.596 0.127
O -1.154 -0.522 0.948
O -0.996 1.882 0.294
N -1.379 0.173 -1.484
C -2.188 -0.686 -1.984
C -0.741 -3.474 -1.959
O -1.669 -3.915 -2.491
O 0.172 -2.994 -1.427
H -7.883 2.238 0.593
H -7.871 0.987 1.842
H -8.086 0.545 0.152
H -5.866 2.775 -0.629
H -3.423 2.515 -0.912
H -3.492 -0.920 1.638
H -5.941 -0.644 1.937
H -2.050 -0.963 -3.026
H -3.025 -1.127 -1.436
O 2.277 1.861 -0.155
B 1.615 0.797 0.432
O 1.531 0.957 1.821
C 2.108 2.180 2.070
C 2.260 2.830 3.271
C 2.895 4.072 3.232
C 3.346 4.617 2.035
C 3.183 3.945 0.823
C 2.557 2.722 0.876
H 1.900 2.399 4.195
H 3.036 4.623 4.152
H 3.832 5.583 2.042
H 3.527 4.358 -0.115
C 2.514 1.917 -3.516
Si 2.173 0.072 -3.437
C 3.497 -0.836 -4.417
C 0.526 -0.217 -4.318
O 2.213 -0.486 -1.928
H 2.591 2.281 -4.544
H 3.450 2.142 -2.999
H 1.720 2.474 -3.013
H 3.563 -0.493 -5.453
H 3.287 -1.909 -4.431
H 4.474 -0.693 -3.950
H 0.551 0.207 -5.326
H -0.282 0.275 -3.773
H 0.300 -1.284 -4.416
*
```

Values from the calculation:
ΔE to the lowest compared entry with this formula, charge and spin ... 349.4 kJ/mol
HOMO (alpha / beta) ... -6.90 / -6.90 eV
Orbital gap (alpha / beta) ... 6.518 / 6.518 eV

# 2
Entry from OMol25: C22H32BrCl3HgN7O4 as an isolated structure (ωB97M-V with the def2-TZVPD basis set).

```
! wB97M-V def2-TZVPD RIJCOSX def2/J DEFGRID3
* xyz 0 2
Hg 0.770 -0.295 0.631
N 1.074 0.947 2.675
C 0.455 0.585 3.957
C -0.634 1.592 4.337
C -1.776 1.779 3.317
C -3.058 0.993 3.638
N -2.967 -0.460 3.524
C -3.003 -1.135 2.381
N -3.504 -0.600 1.257
N -2.623 -2.415 2.362
C -0.066 -0.867 3.926
O -0.823 -1.220 4.858
O 0.236 -1.532 2.911
H 2.023 0.592 2.634
H 1.130 1.954 2.571
H 1.199 0.599 4.763
H -0.139 2.555 4.493
H -1.050 1.280 5.295
H -1.427 1.523 2.311
H -2.063 2.834 3.303
H -3.882 1.357 3.020
H -3.344 1.186 4.672
H -2.439 -0.904 4.291
H -3.731 0.376 1.227
H -3.297 -1.092 0.394
H -1.855 -2.641 2.999
H -2.542 -2.818 1.431
Cl 7.963 0.645 0.310
C 6.341 0.108 -0.020
C 5.577 -0.438 0.997
C 4.297 -0.872 0.715
Cl 3.313 -1.542 1.984
C 3.694 -0.761 -0.569
O 2.495 -1.157 -0.837
C 4.532 -0.177 -1.549
Cl 3.886 -0.002 -3.155
C 5.825 0.234 -1.297
H 5.978 -0.530 1.996
H 6.425 0.655 -2.092
Br -1.225 4.117 -3.913
C -0.255 3.509 -2.405
C 0.969 2.894 -2.576
C 1.620 2.437 -1.439
N 1.124 2.562 -0.210
C -0.048 3.176 -0.073
C -0.785 3.673 -1.138
H 1.406 2.771 -3.557
H 2.573 1.928 -1.521
H -0.423 3.266 0.942
H -1.732 4.168 -0.981
C -0.907 -3.520 -3.777
N -0.864 -2.691 -2.582
C -0.131 -3.277 -1.463
C -1.567 -1.546 -2.360
O -1.809 -1.203 -1.186
N -1.980 -0.762 -3.402
C -2.639 0.502 -3.096
C -1.439 -0.822 -4.756
H -0.568 -4.513 -3.491
H -0.257 -3.168 -4.576
H -1.926 -3.621 -4.152
H 0.870 -3.548 -1.795
H -0.639 -4.167 -1.081
H -0.026 -2.556 -0.662
H -2.769 0.602 -2.026
H -3.612 0.555 -3.587
H -2.025 1.333 -3.446
H -1.731 -1.721 -5.288
H -0.350 -0.735 -4.758
H -1.844 0.024 -5.306
*
```

Values from the calculation:
<S²> ... 0.754
ΔE to the lowest compared entry with this formula, charge and spin ... 75.2 kJ/mol
HOMO (alpha / beta) ... -6.41 / -7.10 eV
Orbital gap (alpha / beta) ... 6.552 / 6.537 eV

# 3
Entry from OMol25: a 2-piece molecular cluster, C22H32ClIO6P2 overall at a distorted geometry (ωB97M-V with the def2-TZVPD basis set).

```
! wB97M-V def2-TZVPD RIJCOSX def2/J DEFGRID3
* xyz 0 1
C 4.253 -2.431 -0.243
C 3.432 -2.190 1.102
C 2.338 -1.059 0.946
C 2.705 0.092 -0.081
C 1.916 1.421 0.305
C 0.716 1.661 -0.700
C -0.714 1.518 -0.090
C -1.673 2.373 -0.545
C -3.133 2.238 -0.003
O -3.843 3.193 0.187
C -3.567 0.762 0.303
C -4.920 0.288 0.084
C -5.274 -1.117 0.344
C -6.728 -1.651 0.066
C -7.599 -0.664 -0.796
C -7.072 -0.483 -2.271
Cl -8.362 0.486 -3.156
C -4.212 -2.005 0.848
I -4.751 -4.076 1.217
C -2.826 -1.579 1.091
P -1.449 -2.658 1.753
P -0.776 -4.062 0.237
O -0.474 -3.441 -1.081
O -1.783 -5.391 0.147
O 0.665 -4.676 0.828
C -2.533 -0.163 0.803
C -1.100 0.454 0.994
O -0.381 0.163 1.910
H 3.664 -2.191 -1.161
H 5.224 -1.878 -0.182
H 4.490 -3.529 -0.283
H 4.124 -1.872 1.929
H 2.881 -3.133 1.373
H 2.200 -0.560 1.945
H 1.323 -1.445 0.655
H 3.814 0.276 -0.110
H 2.426 -0.291 -1.102
H 2.649 2.261 0.123
H 1.646 1.482 1.384
H 0.773 0.932 -1.560
H 0.830 2.674 -1.179
H -1.438 3.150 -1.312
H -5.663 1.035 -0.286
H -7.232 -1.943 1.031
H -6.642 -2.615 -0.516
H -8.665 -1.016 -0.875
H -7.583 0.348 -0.318
H -6.887 -1.455 -2.797
H -6.133 0.132 -2.318
H -2.025 -3.409 2.834
H -2.423 -5.275 -0.579
H 0.722 -5.628 0.611
C 7.050 2.929 -0.475
C 5.777 3.631 -0.027
C 5.784 5.099 -0.425
O 5.647 3.523 1.389
H 7.929 3.382 -0.006
H 7.036 1.880 -0.173
H 7.169 2.979 -1.559
H 4.910 3.135 -0.470
H 6.621 5.625 0.045
H 4.870 5.592 -0.088
H 5.865 5.215 -1.508
H 6.409 3.958 1.791
*
```

Values from the calculation:
HOMO ... -9.07 eV
Structure (SMILES) ... CCCCCCC1=CC(=O)c2cc(CCCCl)c(I)c(PP(=O)(O)O)c2C1=O.CC(C)O
Orbital gap ... 8.104 eV

What did the first record say?
Entry from OMol25: C22H32BNO7PdSSe2Si as an isolated structure at a distorted geometry (ωB97M-V with the def2-TZVPD basis set).

```
! wB97M-V def2-TZVPD RIJCOSX def2/J DEFGRID3
* xyz 0 1
Pd 0.912 -0.831 -0.376
C 3.241 -3.788 0.068
Se 3.240 -1.926 0.635
C 3.001 -2.173 2.560
C 1.892 -3.101 3.048
Se 0.258 -3.134 1.969
C -0.974 -2.524 3.340
H 3.993 -4.347 0.622
H 3.508 -3.770 -0.986
H 2.261 -4.244 0.188
H 2.812 -1.154 2.899
H 3.956 -2.504 2.967
H 1.569 -2.766 4.033
H 2.252 -4.123 3.142
H -0.958 -3.190 4.199
H -1.964 -2.543 2.890
H -0.732 -1.504 3.629
C -7.560 1.224 0.825
C -6.073 1.076 0.664
C -5.351 1.959 -0.138
C -3.985 1.816 -0.305
C -3.334 0.771 0.337
C -4.027 -0.122 1.141
C -5.393 0.041 1.302
S -1.596 0.596 0.127
O -1.154 -0.522 0.948
O -0.996 1.882 0.294
N -1.379 0.173 -1.484
C -2.188 -0.686 -1.984
C -0.741 -3.474 -1.959
O -1.669 -3.915 -2.491
O 0.172 -2.994 -1.427
H -7.883 2.238 0.593
H -7.871 0.987 1.842
H -8.086 0.545 0.152
H -5.866 2.775 -0.629
H -3.423 2.515 -0.912
H -3.492 -0.920 1.638
H -5.941 -0.644 1.937
H -2.050 -0.963 -3.026
H -3.025 -1.127 -1.436
O 2.277 1.861 -0.155
B 1.615 0.797 0.432
O 1.531 0.957 1.821
C 2.108 2.180 2.070
C 2.260 2.830 3.271
C 2.895 4.072 3.232
C 3.346 4.617 2.035
C 3.183 3.945 0.823
C 2.557 2.722 0.876
H 1.900 2.399 4.195
H 3.036 4.623 4.152
H 3.832 5.583 2.042
H 3.527 4.358 -0.115
C 2.514 1.917 -3.516
Si 2.173 0.072 -3.437
C 3.497 -0.836 -4.417
C 0.526 -0.217 -4.318
O 2.213 -0.486 -1.928
H 2.591 2.281 -4.544
H 3.450 2.142 -2.999
H 1.720 2.474 -3.013
H 3.563 -0.493 -5.453
H 3.287 -1.909 -4.431
H 4.474 -0.693 -3.950
H 0.551 0.207 -5.326
H -0.282 0.275 -3.773
H 0.300 -1.284 -4.416
*
```

Values from the calculation:
ΔE to the lowest compared entry with this formula, charge and spin ... 349.4 kJ/mol
HOMO (alpha / beta) ... -6.90 / -6.90 eV
Orbital gap (alpha / beta) ... 6.518 / 6.518 eV